Computed, not measured: C2H4ClOP as an isolated structure at a distorted geometry, with ωB97M-V/def2-TZVPD.

XYZ file:
```
9
Properties=species:S:1:pos:R:3:forces:R:3
C -1.23777 1.05597 1.07071 -0.518 -0.408 2.418
C -0.00192 -0.76177 0.13285 0.185 1.053 0.215
O -1.21686 -0.07352 0.38557 -1.412 0.315 -0.529
P -2.88213 1.24420 2.70454 2.390 -1.214 -3.113
Cl -2.34339 3.02764 3.38771 0.311 1.041 0.441
H -0.15532 1.39640 1.24773 -1.486 0.217 0.139
H 0.10839 -1.14977 -0.84932 -0.751 -0.072 -1.244
H -0.05907 -1.62212 0.76219 0.879 -0.338 0.915
H 0.79323 -0.01495 0.20657 0.401 -0.594 0.759
```
Positions in Å, forces in eV/Å.

Summary:
Multiplicity   1
Frontier orbital gap (alpha / beta)   0.2826 / 0.2360 Ha
Energy relative to the best compared isomer or geometry (same formula, charge and spin)   427.6 kJ/mol
Electronic energy   -25993.492 eV
HOMO energy (alpha / beta)   -7.8 / -7.2 eV
E_LUMO (alpha / beta)   -0.129 / -0.771 eV

***

Computed, not measured: C2H4ClP as an isolated structure at a distorted geometry, with ωB97M-V/def2-TZVPD.

XYZ file:
```
8
Properties=species:S:1:pos:R:3:forces:R:3
C -0.74746 -0.13137 -0.69373 2.516 2.710 3.336
C -0.34355 0.14059 0.65838 2.621 -1.650 -2.263
P 1.38594 0.95448 -0.29605 -3.804 -0.272 0.023
Cl 2.59942 -0.59636 0.04832 0.669 -1.063 0.006
H -0.55686 -1.02845 -1.05586 1.018 -3.942 -1.869
H -1.53850 0.38917 -1.10605 -1.104 1.404 -0.969
H -0.84164 0.87637 1.10321 -1.898 3.028 2.004
H 0.04266 -0.60444 1.34178 -0.019 -0.215 -0.268
```
Positions in Å, forces in eV/Å.

Summary:
Multiplicity   1
Frontier orbital gap   0.2972 Ha
Energy relative to the best compared isomer or geometry (same formula, charge and spin)   146.0 kJ/mol
Electronic energy   -23947.977 eV
HOMO energy   -8.0 eV
E_LUMO   0.134 eV

***

Computed, not measured: a 2-piece molecular cluster, C2H4ClP overall at a distorted geometry, with ωB97M-V/def2-TZVPD.

XYZ file:
```
8
Properties=species:S:1:pos:R:3:forces:R:3
C -0.92223 1.01051 -0.42238 0.864 0.916 -1.142
C -1.66708 -0.03613 0.26307 2.138 -2.240 0.377
P 0.07001 1.97979 -1.14066 -1.238 -0.928 0.820
Cl 3.71796 -0.25951 -0.14536 0.391 -1.068 0.300
H 4.17785 -1.45145 0.18578 -0.403 1.069 -0.299
H -2.73490 -0.08013 0.24174 -0.739 1.043 0.519
H -1.14648 -0.12168 1.28803 -1.425 -0.089 -1.245
H -1.49512 -1.04140 -0.27023 0.412 1.295 0.670
```
Positions in Å, forces in eV/Å.

Summary:
Multiplicity   1
Frontier orbital gap   0.3678 Ha
Energy relative to the best compared isomer or geometry (same formula, charge and spin)   130.8 kJ/mol
Electronic energy   -23948.135 eV
SMILES   CC#P.Cl
HOMO energy   -9.3 eV
E_LUMO   0.662 eV

***

Computed, not measured: one molecule with the formula C2H4ClP at a distorted geometry, with ωB97M-V/def2-TZVPD.

XYZ file:
```
8
Properties=species:S:1:pos:R:3:forces:R:3
C 0.09699 -0.14631 -0.75224 0.451 6.183 2.602
C 0.32450 0.23488 0.72197 -0.720 1.193 -2.474
P 1.89359 1.03967 -0.15563 -3.893 -0.411 -0.512
Cl 3.06748 -0.55757 0.00801 1.192 -1.260 0.238
H 0.42406 -1.00448 -1.18442 0.747 -2.314 -1.163
H -0.55475 0.63188 -1.29345 0.963 -1.828 0.652
H -0.49311 0.93371 1.08418 1.439 -0.901 -0.094
H 0.71871 -0.50248 1.37108 -0.178 -0.661 0.752
```
Positions in Å, forces in eV/Å.

Summary:
Multiplicity   1
Frontier orbital gap   0.3346 Ha
Energy relative to the best compared isomer or geometry (same formula, charge and spin)   73.5 kJ/mol
Electronic energy   -23948.728 eV
SMILES   ClP1CC1
HOMO energy   -8.4 eV
E_LUMO   0.670 eV

***

Computed, not measured: C2H4CsNaO2 as an isolated structure at a distorted geometry, with ωB97M-V/def2-TZVPD.

XYZ file:
```
10
Properties=species:S:1:pos:R:3:forces:R:3
O 0.90780 0.46341 0.00378 0.855 -0.183 -1.834
C 0.10271 -0.65949 -0.18690 0.510 0.103 1.841
C -1.35056 -0.32705 -0.05017 -0.033 0.802 -0.404
O -1.74490 0.82487 -0.13778 -0.138 -0.614 0.092
H 0.36387 -1.36052 0.63310 -0.606 -0.179 0.060
H 0.17432 -1.37858 -1.02831 0.288 0.679 -0.630
H -2.05764 -1.16470 0.10414 0.010 0.126 -0.014
Cs -0.30787 3.44366 -0.95306 -0.191 -0.653 0.320
Na 3.07321 0.41981 -0.70028 -0.772 -0.170 0.411
H 0.83905 -0.26142 2.31549 0.077 0.089 0.158
```
Positions in Å, forces in eV/Å.

Summary:
Multiplicity   2
Frontier orbital gap (alpha / beta)   0.2709 / 0.2703 Ha
Net charge   +1
Energy relative to the best compared isomer or geometry (same formula, charge and spin)   41.2 kJ/mol
Electronic energy   -11189.788 eV
HOMO energy (alpha / beta)   -11.4 / -11.5 eV
E_LUMO (alpha / beta)   -4.070 / -4.110 eV

***

Computed, not measured: one molecule with the formula C2H4F2 at a distorted geometry, with ωB97M-V/def2-TZVPD.

XYZ file:
```
8
Properties=species:S:1:pos:R:3:forces:R:3
F 0.64497 1.16440 -1.17506 -0.167 -0.023 -0.642
F 0.80346 -1.57030 -0.31439 -0.192 0.183 0.022
C 0.17129 0.73855 0.03675 0.911 -1.091 0.782
C -0.24101 -0.73821 0.02774 -0.819 1.128 -0.420
H -0.64184 1.36601 0.35031 -0.661 0.215 0.030
H 0.98578 0.88132 0.74259 0.153 -0.028 0.207
H -0.63595 -1.01428 1.00783 0.254 0.008 0.117
H -1.08670 -0.82750 -0.67577 0.521 -0.392 -0.095
```
Positions in Å, forces in eV/Å.

Summary:
Multiplicity   1
Frontier orbital gap   0.4773 Ha
Energy relative to the best compared isomer or geometry (same formula, charge and spin)   48.1 kJ/mol
Electronic energy   -7573.389 eV
SMILES   FCCF
HOMO energy   -11.9 eV
E_LUMO   1.068 eV

***

Computed, not measured: an isolated ion of composition C2H4F2NO and charge -1 at a distorted geometry, with ωB97M-V/def2-TZVPD.

XYZ file:
```
10
Properties=species:S:1:pos:R:3:forces:R:3
C -0.86204 0.48343 0.61130 1.082 -0.820 -1.341
C 0.26101 0.32088 -0.44403 -0.837 -1.831 -0.096
N 0.63486 -1.27114 -0.33337 -0.067 2.901 0.727
O 1.78669 -1.68513 -0.87889 0.365 -0.094 -0.632
F -0.26003 0.55799 -1.75296 0.334 -0.560 1.236
F 1.15717 1.39915 -0.36612 0.120 -1.065 0.405
H -0.80440 -0.30844 1.35451 0.046 0.177 0.087
H -0.89946 1.45012 1.01226 0.413 1.409 0.914
H -1.77103 0.39703 0.08458 -1.246 -0.447 -0.632
H 0.75723 -1.34389 0.71272 -0.208 0.330 -0.667
```
Positions in Å, forces in eV/Å.

Summary:
Multiplicity   1
Frontier orbital gap   0.2151 Ha
Net charge   -1
Energy relative to the best compared isomer or geometry (same formula, charge and spin)   6.7 kJ/mol
Electronic energy   -11109.290 eV
SMILES   CC(F)(F)N[O-]
HOMO energy   -1.6 eV
E_LUMO   4.222 eV

***

Computed, not measured: a 2-piece molecular cluster, C2H4F2OS overall at a distorted geometry, with ωB97M-V/def2-TZVPD.

XYZ file:
```
10
Properties=species:S:1:pos:R:3:forces:R:3
C 1.76003 -0.10877 0.27753 -2.458 -1.017 1.221
C 0.43296 -0.05537 -0.37611 -1.785 0.688 0.932
O -2.00664 -0.81120 -0.69820 -2.050 0.274 -1.098
F -3.05674 1.08424 0.59198 0.659 -1.003 -0.671
F 0.20126 1.00973 -1.17108 0.149 -1.283 0.565
S -0.78516 -1.14175 0.00535 3.417 0.670 0.308
H 1.69971 -0.89526 1.05106 0.672 -0.237 -0.897
H 2.35504 -0.17009 -0.55371 2.521 -0.997 -1.565
H 2.06248 0.73918 0.81767 -0.154 1.643 0.535
H -2.66295 0.34928 0.05551 -0.970 1.264 0.670
```
Positions in Å, forces in eV/Å.

Summary:
Multiplicity   1
Frontier orbital gap   0.3477 Ha
Energy relative to the best compared isomer or geometry (same formula, charge and spin)   96.7 kJ/mol
Electronic energy   -20454.890 eV
HOMO energy   -10.1 eV
E_LUMO   -0.599 eV